85
Properties=species:S:1:pos:R:3:forces:R:3:lowdin_charge:R:1 method="wB97M-V/def2-TZVPD" spin_multiplicity=1 mol_weight_g_mol=819.6 e_tot_ha=-2347.4806 homo_lumo_gap_ev=4.48 lumo_ev=3.48 charge=-2 de_lowest_kcal_mol=21.57
Cs -0.28061 0.12255 0.07894 1.44 -0.76 -0.53 1.307
O 3.42235 3.59897 1.89439 0.00 0.02 -0.02 -0.079
C 2.83871 2.57157 1.46319 0.06 -0.12 0.07 -0.514
N 2.27888 2.30761 0.30139 -0.10 0.17 0.00 0.095
C 2.34540 3.25766 -0.71975 -0.02 -0.10 0.02 -0.215
C 3.41894 4.14403 -0.88973 0.00 0.02 -0.02 -0.046
C 3.49148 5.03090 -1.95758 0.02 0.01 0.01 -0.147
C 2.46321 5.08016 -2.88460 -0.02 -0.01 -0.01 -0.150
C 1.38577 4.21526 -2.73408 0.04 0.00 -0.02 -0.071
C 1.30969 3.28070 -1.69846 -0.01 0.01 0.01 -0.248
N 0.17058 2.47788 -1.57498 -0.05 0.17 -0.14 0.023
C -0.15481 1.57515 -2.46282 0.02 0.35 -0.43 -0.726
O -1.23134 0.92468 -2.47681 -0.03 0.05 -0.34 -0.205
C 0.88748 1.20997 -3.50907 0.10 0.27 0.06 -0.200
C 0.83351 1.76746 -4.78759 -0.04 -0.12 -0.05 -0.035
C 1.90470 1.60169 -5.64204 0.00 -0.01 0.01 -0.095
C 3.00456 0.87968 -5.19684 0.00 0.00 0.00 -0.100
C 2.94376 0.32055 -3.93052 -0.08 -0.25 -0.09 -0.151
N 1.90822 0.45011 -3.10660 0.05 0.25 0.04 0.150
C 2.74786 1.42379 2.48162 0.00 0.03 -0.05 -0.189
C 3.31774 1.61362 3.74376 -0.01 0.01 -0.01 -0.032
C 3.22685 0.60656 4.68634 0.01 0.00 0.02 -0.104
C 2.56292 -0.56838 4.35717 0.02 0.04 -0.05 -0.094
C 2.03252 -0.67378 3.07934 -0.04 -0.06 0.05 -0.151
N 2.13150 0.28703 2.16450 -0.07 -0.03 -0.03 0.063
H 4.19964 4.13107 -0.14418 0.01 0.00 -0.01 0.088
H 4.34646 5.69469 -2.04663 0.00 0.00 0.00 0.074
H 2.48722 5.78228 -3.71242 0.00 0.00 0.00 0.073
H 0.55685 4.25516 -3.43243 0.00 0.00 0.00 0.096
H -0.03678 2.34478 -5.07118 0.01 0.02 0.00 0.111
H 1.90195 2.05339 -6.62811 0.00 0.00 0.00 0.091
H 3.88972 0.75490 -5.80807 0.00 0.00 -0.01 0.082
H 3.77178 -0.27648 -3.55797 0.00 0.01 0.01 0.097
H 3.80342 2.56020 3.93346 0.00 0.00 0.00 0.097
H 3.66092 0.73716 5.67289 0.00 0.00 0.00 0.087
H 2.44449 -1.38003 5.06452 0.01 0.01 0.01 0.085
H 1.47064 -1.55418 2.78161 0.01 -0.01 0.01 0.084
C -4.18837 -2.50131 6.98759 0.01 -0.03 0.02 -0.052
C -4.99403 -1.46986 6.20603 0.00 0.02 -0.02 -0.323
C -5.40837 -0.33411 7.13138 0.02 -0.02 0.02 -0.161
C -6.17805 0.72957 6.37187 -0.03 0.02 -0.01 -0.142
C -5.34546 1.23439 5.22733 0.04 -0.02 -0.04 -0.152
C -5.48225 2.51902 4.74978 -0.01 0.02 0.00 0.029
C -4.71273 2.94879 3.67631 -0.01 0.00 0.01 -0.263
F -4.89416 4.21934 3.24215 0.01 0.00 0.00 0.045
C -3.80240 2.13453 3.06670 -0.01 0.00 0.02 0.079
C -3.64543 0.82653 3.53865 0.04 0.03 0.01 -0.034
C -2.65040 -0.04309 2.84862 0.08 -0.03 0.03 -0.307
O -1.94504 0.43059 1.96546 -1.29 0.10 1.39 -0.255
C -2.66048 -1.42681 3.28402 -0.09 0.03 -0.04 -0.012
C -3.44322 -1.76739 4.33111 0.00 -0.06 -0.04 0.005
N -4.23429 -0.93113 5.06766 0.00 0.01 0.00 0.008
C -4.40762 0.37466 4.62189 -0.03 0.00 0.03 -0.085
C -1.84000 -2.57965 2.66115 -0.04 -0.04 0.20 -0.656
O -2.39368 -3.70787 2.76199 0.00 -0.08 -0.13 -0.072
O -0.73264 -2.28974 2.19682 -0.04 -0.02 -0.08 -0.060
H -4.71906 -2.73719 7.91181 -0.01 0.00 0.00 0.076
H -3.20707 -2.09812 7.24329 0.00 0.01 0.00 0.097
H -4.04157 -3.43236 6.44518 0.00 0.01 -0.01 0.073
H -5.90526 -1.94698 5.81930 -0.01 0.00 0.02 0.152
H -4.50826 0.10207 7.57606 0.00 0.01 0.00 0.133
H -6.00785 -0.75142 7.94290 -0.01 0.00 -0.01 0.114
H -6.45702 1.55904 7.02458 0.01 0.00 0.01 0.113
H -7.11083 0.29762 5.99150 0.00 0.00 0.01 0.123
H -6.19006 3.20353 5.20207 0.00 -0.01 0.00 0.121
H -3.19525 2.46350 2.23323 0.01 0.00 0.00 0.142
H -3.45356 -2.81173 4.60636 0.01 0.01 0.00 0.118
N -0.96278 -2.76665 -1.35501 -0.06 -0.15 -0.22 0.160
C -1.56251 -3.75125 -1.29270 0.13 0.15 0.21 -0.286
N -2.25949 -4.88676 -1.19476 -0.14 0.07 -0.13 -0.096
C -3.47717 -4.81046 -0.35338 -0.08 0.05 -0.14 -0.144
C -3.78727 -6.17964 0.21936 -0.02 -0.09 0.04 -0.195
C -2.61921 -6.69280 1.06222 0.01 -0.05 0.11 -0.190
C -1.26804 -6.53629 0.33029 0.07 0.01 0.01 -0.161
C -1.46466 -6.11544 -1.12207 0.05 -0.07 0.18 -0.170
H -4.30350 -4.44821 -0.97179 0.03 -0.02 0.01 0.116
H -3.32662 -4.10522 0.46494 0.13 0.01 0.10 0.110
H -4.02458 -6.88410 -0.58567 0.00 0.04 -0.01 0.103
H -4.68327 -6.09382 0.83659 -0.01 -0.01 0.00 0.110
H -2.79268 -7.73907 1.33037 -0.01 -0.01 -0.05 0.096
H -2.59358 -6.12061 1.99053 0.06 0.07 -0.03 0.091
H -0.68987 -7.46384 0.36618 -0.01 0.00 -0.01 0.101
H -0.66866 -5.76649 0.82048 -0.05 0.03 0.04 0.118
H -1.96121 -6.90019 -1.70054 -0.03 0.02 0.01 0.110
H -0.50836 -5.91482 -1.60283 -0.01 0.00 -0.01 0.122